(1)
A cluster of 12 separate species, C43H73Br22N2O2Si in total in a non-equilibrium geometry, computed with wB97M-V/def2-TZVPD.

Output
Frontier orbital gap: 6.19 eV
Max |F|: 6.624 eV/Å
LUMO: 1.02 eV
HOMO energy: -5.17 eV
Energy above the lowest of the compared OMol25 structures with the same formula, charge and spin: 212.0 kcal/mol
Net charge: -1

The geometry in XYZ format:
```
143
Properties=species:S:1:pos:R:3:forces:R:3:lowdin_charge:R:1
C 0.5613 -1.1086 3.1242 -0.7724 0.0275 0.4212 -0.199
Si -0.1646 0.2256 4.3458 0.2636 -0.7431 -0.2610 0.552
C 0.4123 -0.3296 6.1019 0.7249 0.4246 0.2009 -0.216
C 0.5273 1.9525 3.8862 0.7939 1.3522 -0.4108 -0.269
C 1.2238 2.0104 2.3980 -0.7328 1.4024 0.3987 -0.246
C 2.8223 1.9011 2.4267 0.5340 -0.4172 0.3286 -0.210
C 3.4677 0.6408 1.6626 0.9881 0.0646 -0.2453 -0.220
C 2.7597 0.2257 0.2820 -0.4227 0.5522 -0.0377 -0.206
C 3.6729 -0.6987 -0.6691 -0.7556 0.0457 -0.4432 -0.215
C 3.3947 -2.2896 -0.5571 0.6445 -0.3993 0.2495 -0.187
C 2.7204 -2.7683 0.8204 -0.9199 -0.1852 -0.5577 -0.185
C 2.8604 -4.3572 1.1095 -0.6614 0.1394 0.4947 -0.216
C 1.9965 -5.2233 0.0642 -1.9615 -1.2453 -1.3704 -0.114
N 1.2353 -5.8216 -0.6537 3.7993 2.9522 3.4709 0.107
C 4.3891 -4.8700 1.2286 0.6206 -0.4059 0.3749 -0.150
C 5.4036 -3.7097 1.7429 1.5880 3.4543 -2.4426 -0.090
N 6.1273 -2.7317 1.7001 -3.7421 -5.4234 0.6832 0.133
C 4.5499 -6.0721 2.3246 0.2965 -5.1762 2.1347 -0.560
O 4.7421 -5.7518 3.5642 -0.6946 0.3149 -4.1047 -0.104
O 4.4873 -7.4020 1.9251 -0.0108 6.5083 0.5249 -0.203
C -2.0928 0.0840 4.1129 -2.0124 -0.0111 -0.0593 -0.234
C -2.7948 1.1019 3.1645 -3.5367 -3.4962 1.9512 -0.060
C -4.3568 0.9209 2.9671 2.2249 -2.3439 2.1899 -0.082
C -5.1237 -0.2465 3.7078 3.8215 0.4496 0.5590 -0.080
C -4.3540 -1.2396 4.6588 2.3060 2.6716 -1.7138 -0.069
C -2.7939 -1.0811 4.8817 -3.3683 2.7527 -2.9424 -0.065
H 0.2328 -2.1249 3.5827 0.7537 1.5307 -0.9888 0.058
H -0.0032 -0.9433 2.1351 1.1367 -0.4916 1.2623 0.045
H 1.6969 -1.0118 3.0385 -1.6680 -0.3302 -0.0419 0.013
H -0.1764 0.1509 6.9571 0.6969 -0.9738 -1.1100 0.038
H 1.5086 0.0396 6.2199 -1.7184 -0.7330 -0.2163 0.031
H 0.4227 -1.4738 6.1096 -0.1191 1.5943 0.3819 0.037
H -0.2584 2.8057 3.9594 1.1687 -1.5203 -0.0758 0.075
H 1.3681 2.2529 4.6207 -1.3947 -0.5246 -0.9126 0.074
H 0.9699 3.0757 2.0066 0.3909 -1.8451 0.4420 0.106
H 0.6804 1.2776 1.7118 1.0834 0.9256 0.8132 0.078
H 3.3180 2.8519 1.9820 -1.0634 -1.4924 0.6894 0.114
H 3.1827 1.8455 3.5382 -0.6543 0.1347 -1.9944 0.074
H 4.5525 0.9561 1.3800 -1.7131 -0.5396 0.5442 0.088
H 3.6167 -0.2537 2.3918 -0.4824 1.4234 -1.3199 0.060
H 1.7147 -0.2284 0.5118 1.8139 0.5470 -0.5215 0.090
H 2.5376 1.1948 -0.3225 0.3815 -1.4312 1.1287 0.117
H 4.7750 -0.4353 -0.4807 -2.2228 -0.7442 -0.2381 -0.044
H 3.4500 -0.3995 -1.7774 0.4477 -0.4842 1.9398 0.069
H 4.4234 -2.8232 -0.6430 -1.7233 0.8264 -0.0423 0.100
H 2.7246 -2.6631 -1.4363 1.2067 0.6831 1.5768 0.085
H 3.0988 -2.2351 1.7588 -0.2379 -0.7662 -1.4844 0.089
H 1.5904 -2.5096 0.7390 1.8397 -0.5934 0.3342 0.114
H 2.3826 -4.5391 2.1505 0.6269 0.1576 -1.8101 0.158
H 4.6818 -5.2595 0.1773 0.0677 0.9002 1.8896 0.152
H -2.2730 1.9516 2.6040 -0.6460 -1.5388 1.0719 0.088
H -4.8807 1.6442 2.2545 0.6211 -1.2747 1.2008 0.034
H -6.2497 -0.3806 3.5631 1.8817 0.2475 0.1975 0.073
H -4.8818 -2.1037 5.1850 0.6343 1.4800 -0.9163 0.076
H -2.2393 -1.8031 5.5761 -0.8255 1.3353 -1.2451 0.089
Br -5.5404 3.2430 -0.3495 0.0327 0.0164 -0.0189 0.628
C -6.5978 1.8911 -1.2773 -0.0210 0.2153 -0.1249 -0.772
C -6.7132 0.6299 -0.4578 0.1344 -0.2382 -0.1801 -0.730
Br -5.0678 -0.4117 -0.5277 -0.0720 0.0693 0.0609 0.627
H -6.1315 1.7339 -2.2498 0.0117 -0.0268 0.2748 -0.009
H -7.5813 2.3492 -1.4196 0.6182 -0.1832 -0.0864 -0.073
H -7.4827 -0.0259 -0.8702 0.0520 0.1454 -0.0005 0.047
H -6.9272 0.8168 0.5951 0.0267 0.0412 -0.1687 0.037
Br -7.6477 4.2260 -4.3757 0.0243 -0.0453 -0.0696 0.609
C -8.7049 2.8749 -5.3035 -0.2259 0.1696 0.1623 -0.708
C -8.8210 1.6143 -4.4836 0.0042 -0.2154 -0.1721 -0.683
Br -7.1739 0.5728 -4.5540 -0.0688 -0.0294 0.0156 0.669
H -8.2384 2.7170 -6.2756 -0.0682 -0.0306 0.1704 -0.013
H -9.6866 3.3323 -5.4467 0.0894 -0.1140 0.0063 0.010
H -9.5903 0.9581 -4.8955 0.0665 0.1450 0.0018 0.038
H -9.0354 1.8017 -3.4304 0.0444 0.0753 -0.1488 0.017
Br -3.0092 -7.9623 0.1986 -0.0431 0.0420 0.0788 0.572
C -1.2434 -7.8186 1.0153 0.1292 -0.0095 -0.3268 -0.701
C -0.7787 -9.1498 1.5517 0.2054 0.0723 0.1843 -0.690
Br -1.6707 -9.5872 3.2298 -0.0482 -0.0898 -0.0519 0.574
H -1.3077 -7.0434 1.7784 0.0175 -0.1915 -0.0607 0.053
H -0.5866 -7.4779 0.2120 -0.0266 -0.0557 0.1433 0.024
H 0.2850 -9.1140 1.7958 -0.1222 0.0884 -0.0561 0.065
H -0.9627 -9.9787 0.8679 -0.0379 0.1995 0.0703 0.049
Br 8.3852 -0.4249 -3.7656 0.0154 0.0859 0.0195 0.612
C 9.1242 -0.8954 -2.0227 0.0990 -0.2267 -0.1532 -0.687
C 8.0466 -1.3798 -1.0841 0.0005 0.1041 0.3233 -0.666
Br 6.9939 0.1053 -0.3902 0.7838 0.1287 -0.0561 0.708
H 9.6559 -0.0180 -1.6549 -0.1639 -0.1141 0.0073 0.052
H 9.8431 -1.6923 -2.2257 -0.1217 0.0630 0.0654 0.060
H 8.4880 -1.8510 -0.2037 -0.0579 0.0376 -0.1177 0.058
H 7.3478 -2.0748 -1.5505 0.1384 0.1184 0.0214 0.058
Br -10.5546 5.7783 -1.1066 -0.1069 -0.1277 -0.0044 0.604
C -10.3601 4.8720 0.6083 0.0354 0.2817 -0.0548 -0.687
C -9.2127 3.8931 0.5819 -0.0024 -0.0804 0.1869 -0.647
Br -9.6954 2.2669 -0.3800 -0.7305 0.0606 0.2280 0.716
H -11.3198 4.4074 0.8340 0.1900 -0.0105 -0.0328 0.050
H -10.1685 5.6690 1.3299 0.0504 -0.1578 -0.0661 0.061
H -8.9665 3.5630 1.5931 -0.0462 0.0461 -0.1185 0.069
H -8.3157 4.2908 0.1060 -0.1613 -0.0240 0.0449 0.023
Br 12.7478 2.7185 -6.5810 0.0580 -0.0953 -0.0369 0.591
C 12.0814 0.8890 -6.4746 -0.2042 0.2057 -0.0884 -0.695
C 11.8474 0.4736 -5.0431 0.0651 -0.2846 0.0242 -0.727
Br 13.5271 0.0599 -4.1438 -0.0463 0.0758 0.0318 0.592
H 12.8004 0.2574 -6.9960 -0.0816 0.0618 0.1742 0.051
H 11.1411 0.8975 -7.0300 0.0872 -0.0321 0.1434 0.059
H 11.2678 -0.4503 -5.0019 0.0368 0.1555 -0.0582 0.027
H 11.3473 1.2376 -4.4478 0.0727 -0.0883 -0.1780 0.045
Br 6.0946 1.8869 4.5383 0.0012 0.0624 0.0785 0.615
C 6.8252 0.1751 5.1148 0.0955 0.0679 -0.0722 -0.715
C 6.1638 -0.9678 4.3875 0.0021 -0.1425 0.1211 -0.694
Br 4.3868 -1.3235 5.1052 -0.0216 0.0609 -0.1079 0.629
H 6.7090 0.1258 6.1976 -0.0331 -0.0030 -0.2367 -0.002
H 7.8888 0.2235 4.8703 -0.1306 -0.0453 -0.0083 0.050
H 6.7216 -1.8942 4.5374 -0.0732 0.1099 -0.0471 0.060
H 6.0466 -0.7894 3.3184 0.0484 -0.0421 0.1768 0.013
Br -12.5870 1.9330 -5.5706 0.0993 0.0636 0.0289 0.626
C -12.7489 2.9026 -3.8860 -0.1365 -0.2658 0.0247 -0.686
C -13.7208 4.0510 -4.0073 0.0910 0.2771 0.1469 -0.689
Br -12.9219 5.5548 -4.9551 -0.0527 -0.1046 -0.0296 0.592
H -11.7442 3.2147 -3.5995 -0.1693 0.0787 -0.0204 0.036
H -13.1140 2.1646 -3.1684 0.0166 0.1348 -0.0734 0.061
H -13.9783 4.4410 -3.0206 0.0856 -0.1062 -0.0819 0.057
H -14.6355 3.7886 -4.5394 0.1993 -0.0519 0.0562 0.052
Br -6.6025 3.5665 -8.4910 -0.0467 0.0090 -0.1144 0.638
C -7.4627 5.1053 -9.3223 0.2943 0.0214 0.0923 -0.684
C -8.4632 5.7430 -8.3898 -0.2152 0.1208 -0.1172 -0.678
Br -10.1072 4.7002 -8.2964 0.0512 0.0196 0.1027 0.620
H -7.9027 4.7577 -10.2568 -0.0283 0.0679 0.1879 0.051
H -6.6490 5.7991 -9.5446 -0.1380 -0.0451 0.0664 0.059
H -8.7680 6.7216 -8.7660 0.0760 -0.1236 0.0016 0.058
H -8.0956 5.8496 -7.3685 0.0226 -0.0904 -0.1681 0.040
Br 2.4156 1.7299 -4.2112 0.0252 -0.0702 -0.0911 0.597
C 1.3649 0.3753 -5.1401 -0.1663 0.2609 0.1330 -0.697
C 1.2543 -0.8877 -4.3218 0.0414 -0.2858 -0.1418 -0.684
Br 2.9043 -1.9220 -4.3917 -0.0613 0.0717 0.0136 0.632
H 1.8325 0.2208 -6.1123 -0.0354 -0.0759 0.1885 0.049
H 0.3811 0.8279 -5.2822 0.0988 -0.1131 0.0498 0.056
H 0.4881 -1.5465 -4.7352 0.0698 0.1255 0.0251 0.059
H 1.0388 -0.7029 -3.2688 0.0575 0.0675 -0.1655 0.053
Br 10.1933 2.0916 7.5894 -0.0182 -0.0812 0.0902 0.599
C 10.9230 0.3770 8.1627 0.1928 0.2149 -0.1965 -0.700
C 10.2616 -0.7687 7.4371 -0.0869 -0.2558 0.1852 -0.686
Br 8.4857 -1.1283 8.1543 0.0874 -0.0014 -0.0532 0.647
H 10.8074 0.3273 9.2453 -0.0618 -0.0742 -0.1844 0.050
H 11.9860 0.4248 7.9167 -0.1439 -0.0675 0.0025 0.056
H 10.8220 -1.6934 7.5887 -0.0267 0.1416 -0.0044 0.058
H 10.1435 -0.5920 6.3677 0.0594 0.0677 0.1852 0.048
```
Positions in Å, forces in eV/Å.



(2)
An isolated molecule of C16H17N3O3 in a non-equilibrium geometry, computed with wB97M-V/def2-TZVPD.

Output
Frontier orbital gap: 9.04 eV
Max |F|: 1.267 eV/Å
LUMO: 0.51 eV
HOMO energy: -8.52 eV
Energy above the lowest of the compared OMol25 structures with the same formula, charge and spin: 58.1 kcal/mol
SMILES: N/C(=N\OC(=O)CCCOc1ccccc1)c1ccccn1

The geometry in XYZ format:
```
39
Properties=species:S:1:pos:R:3:forces:R:3:nbo_charge:R:1
N -2.7319 0.5762 -1.2481 0.1342 0.0797 -0.2956 -0.808
C -3.2015 0.0230 -0.1103 1.0008 0.3391 -0.5483 0.381
N -2.5936 -0.3409 0.9569 -0.7164 -0.0645 1.0428 -0.225
O -1.2074 -0.2077 1.1427 0.0360 -0.5652 -0.4496 -0.362
C -0.4853 0.8598 0.8391 0.3324 0.5067 -0.0970 0.795
O -0.8727 1.8463 0.2537 -0.0164 -0.0654 0.1863 -0.640
C 0.9217 0.6720 1.3695 0.0635 0.1902 -0.1566 -0.510
C 1.9143 1.5956 0.6689 -0.0538 -0.3123 -0.2119 -0.431
C 2.1830 1.1273 -0.7647 -0.1163 0.5257 0.1738 -0.065
O 2.7248 -0.1743 -0.8210 0.1566 -0.3047 0.0065 -0.501
C 4.0353 -0.3807 -0.5057 0.1329 -0.1958 0.0235 0.298
C 4.4354 -1.7181 -0.4776 -0.1713 0.1160 -0.0220 -0.261
C 5.7413 -2.0531 -0.1890 -0.0401 0.0069 -0.0045 -0.188
C 6.6743 -1.0629 0.0778 0.1724 0.0509 0.0391 -0.248
C 6.2824 0.2619 0.0484 0.1138 -0.0977 0.0236 -0.203
C 4.9727 0.6109 -0.2390 -0.3169 0.1804 -0.0843 -0.271
H 4.7036 1.6556 -0.2564 -0.0684 0.0692 0.0029 0.208
H 7.0005 1.0429 0.2524 0.0472 0.0572 0.0143 0.212
H 7.6965 -1.3236 0.3056 0.0844 -0.0176 0.0190 0.213
H 6.0342 -3.0924 -0.1709 0.0103 -0.0871 -0.0042 0.214
H 3.6971 -2.4754 -0.6902 -0.0896 -0.0867 -0.0248 0.223
H 2.8255 1.8439 -1.2902 -0.0664 -0.0957 -0.0070 0.179
H 1.2373 1.0557 -1.3083 0.1242 0.0679 0.0024 0.198
H 2.8480 1.6096 1.2326 -0.0139 0.0640 0.0014 0.216
H 1.5069 2.6067 0.6316 0.0778 0.0196 0.0179 0.232
H 1.2080 -0.3727 1.2428 -0.0195 0.0231 0.1100 0.245
H 0.8933 0.8866 2.4402 -0.0474 -0.0813 0.0070 0.242
C -4.6524 -0.2928 -0.1220 -0.6354 -0.2089 0.1890 0.145
N -5.3288 0.1759 -1.1670 0.4379 0.0762 0.0033 -0.438
C -6.6243 -0.0651 -1.2414 -0.4094 -0.0775 -0.0112 0.043
C -7.3205 -0.7823 -0.2807 0.1130 0.0127 0.0321 -0.249
C -6.6161 -1.2706 0.8105 0.0457 0.0765 -0.1156 -0.168
C -5.2571 -1.0253 0.8963 0.0384 0.0705 -0.1363 -0.205
H -4.6550 -1.3787 1.7157 0.0302 -0.0413 0.0881 0.249
H -7.1208 -1.8348 1.5812 -0.0139 -0.0353 0.0530 0.220
H -8.3807 -0.9525 -0.3841 -0.0822 -0.0008 -0.0311 0.222
H -7.1227 0.3394 -2.1129 -0.1209 -0.0183 -0.0183 0.195
H -3.4606 0.8563 -1.8910 0.0376 -0.0552 0.0455 0.419
H -1.9050 1.1581 -1.1952 -0.1913 -0.1213 0.1368 0.423
```
Positions in Å, forces in eV/Å.



(3)
A structure of composition C3H7N2 in a non-equilibrium geometry, computed with wB97M-V/def2-TZVPD.

Output
Frontier orbital gap: 10.61 eV
Max |F|: 6.112 eV/Å
LUMO: -4.29 eV
HOMO energy: -14.90 eV
Energy above the lowest of the compared OMol25 structures with the same formula, charge and spin: 59.9 kcal/mol
Net charge: +1

The geometry in XYZ format:
```
12
Properties=species:S:1:pos:R:3:forces:R:3:nbo_charge:R:1
C 1.0076 -1.1370 -0.3794 1.0429 1.5034 -1.0315 0.021
C 1.3628 0.8380 -0.3567 -2.0914 1.7861 0.6626 -0.232
C -0.0552 -0.1354 -0.6599 3.7440 2.0524 4.3740 -0.122
N 2.0486 -0.4244 -0.2308 0.7238 -0.3318 -0.3622 -0.279
N -0.9186 -0.1810 0.6201 -0.5913 1.8082 -0.8148 -0.691
H 1.0023 -2.1581 -0.2820 -0.2374 -2.5239 0.0814 0.214
H 1.6143 1.6960 -1.0815 -0.0421 -1.9409 0.6090 0.258
H 1.4121 1.3495 0.6818 -0.6120 -0.7363 -1.4977 0.216
H -0.5242 0.0109 -1.5640 -1.5887 0.0116 -1.6807 0.254
H -0.3119 -0.2277 1.4789 -0.6964 0.5948 -0.9603 0.462
H -1.3775 -1.0595 0.5697 -1.0217 -1.1339 0.2227 0.435
H -1.6720 0.5775 0.6367 1.3703 -1.0897 0.3976 0.465
```
Positions in Å, forces in eV/Å.



Question: Which value of frontier orbital gap does entry 2 give?
Answer: 9.04 eV



Question: The lowest HOMO energy belongs to which entry?
Answer: C3H7N2